Entry 1:
The following is a DFT calculation (ωB97M-V/def2-TZVPD) of a molecular structure, C17H18N4O3PdS6.

Summary:
Energy relative to the best compared isomer or geometry (same formula, charge and spin)   18.2 kcal per mole
LUMO (alpha / beta)   -2.5971 / -2.5931 eV
E_tot   -98512.9628 eV
Strongest force on any atom   0.8 eV Å⁻¹

Structure (XYZ):
```
49
Properties=species:S:1:pos:R:3:forces:R:3
Pd 0.215 -0.633 -0.324 0.6906 0.4202 -0.0750
N 4.340 -0.933 7.102 0.0344 -0.0625 0.0259
C 3.821 -0.964 5.822 -0.0190 0.0251 0.0214
C 2.455 -1.185 5.619 -0.0050 -0.0128 -0.0066
C 1.944 -1.260 4.340 -0.0223 -0.0369 -0.0251
C 2.788 -1.117 3.247 -0.0022 0.1441 0.0563
C 4.144 -0.891 3.434 0.0111 -0.0428 0.0530
C 4.660 -0.822 4.713 -0.0347 -0.0144 -0.0686
S 2.135 -1.172 1.627 -0.2132 -0.0048 0.3571
O 1.091 -2.190 1.604 0.2127 -0.0005 -0.0302
O 3.236 -1.320 0.710 -0.0655 0.0823 -0.0360
N 1.272 0.198 1.328 0.0241 -0.3460 -0.5635
C 2.012 1.315 0.948 -0.2234 -0.0912 0.3533
N 3.128 1.594 1.631 0.0404 0.0476 -0.0965
C 3.788 2.680 1.262 -0.0336 0.0381 -0.0433
C 3.355 3.513 0.240 0.0417 -0.0223 0.0549
C 2.181 3.140 -0.385 -0.0323 -0.0353 0.0085
N 1.504 2.046 -0.049 0.0592 0.1486 -0.0198
H 3.697 -0.763 7.856 0.0012 0.0252 -0.0112
H 5.242 -0.505 7.221 -0.0139 0.0166 0.0027
H 1.801 -1.310 6.473 -0.0058 0.0038 0.0084
H 0.889 -1.443 4.183 -0.0131 0.0087 -0.0077
H 4.784 -0.773 2.571 0.0080 0.0135 -0.0212
H 5.721 -0.660 4.861 0.0120 0.0061 0.0077
H 4.698 2.898 1.812 0.0079 -0.0083 0.0028
H 3.902 4.397 -0.049 0.0052 0.0099 -0.0045
H 1.764 3.732 -1.192 -0.0105 -0.0029 -0.0077
S -6.182 2.652 1.316 -0.0969 -0.0386 -0.0634
C -4.836 1.870 0.894 0.2633 0.1102 0.1463
S -4.204 0.516 1.793 -0.0108 -0.0903 -0.0158
C -2.771 0.198 0.862 0.0671 0.2447 -0.2525
C -2.544 1.193 -0.269 -0.1168 -0.3181 0.2601
S -1.262 1.203 -1.242 0.1141 0.1089 0.1701
S -3.825 2.362 -0.438 0.0001 -0.0257 -0.1102
S -1.813 -1.053 1.205 -0.1318 -0.0311 0.0212
C -0.667 -3.466 -1.257 -0.0337 -0.0289 -0.0087
C -0.117 -2.667 -2.437 0.0512 0.1145 0.1532
C -1.066 -2.761 -3.626 -0.0225 0.0106 -0.0204
C 1.277 -3.172 -2.810 -0.0215 -0.0781 -0.0037
O 0.015 -1.290 -2.102 -0.5479 -0.3180 -0.1777
H -0.812 -4.508 -1.550 0.0164 -0.0014 -0.0001
H -1.635 -3.065 -0.945 0.0024 -0.0141 -0.0397
H 0.014 -3.449 -0.403 0.0081 0.0251 -0.0156
H -1.142 -3.787 -3.991 0.0023 -0.0176 0.0012
H -0.708 -2.130 -4.440 0.0229 0.0071 -0.0018
H -2.063 -2.419 -3.343 -0.0115 0.0135 0.0150
H 1.243 -4.215 -3.134 0.0041 -0.0021 0.0103
H 1.945 -3.093 -1.951 -0.0017 0.0055 0.0075
H 1.686 -2.570 -3.621 -0.0105 0.0149 -0.0103
```
Forces are in eV/Å.

Here are the natural (NBO) charges for atoms 1 to 6, given in e: atom 1 (Pd): 0.951, atom 2 (N): -0.792, atom 3 (C): 0.199, atom 4 (C): -0.285, atom 5 (C): -0.150, atom 6 (C): -0.333

---

Entry 2:
The following is a DFT calculation (ωB97M-V/def2-TZVPD) of a single CH2N2S3 molecule at a distorted geometry.

Summary:
Energy relative to the best compared isomer or geometry (same formula, charge and spin)   3.6 kcal per mole
LUMO   -0.0544 eV
E_tot   -36553.3027 eV
Strongest force on any atom   2.7 eV Å⁻¹
SMILES string   c1n[nH]sss1

Structure (XYZ):
```
8
Properties=species:S:1:pos:R:3:forces:R:3
C 0.327 -0.351 -1.167 -0.1786 -0.2321 -1.6006
N 0.805 -0.769 -0.054 0.6570 1.0967 -0.2916
N 0.419 -0.433 1.167 -1.0900 0.2434 2.0179
S -1.107 0.499 1.680 1.7639 -1.7427 -0.9987
S -1.151 1.739 0.101 0.0009 1.0359 -0.0317
S -1.214 0.469 -1.523 0.1989 -0.2299 0.7034
H 0.857 -0.479 -2.172 -0.3104 -0.5435 1.9440
H 1.064 -0.675 1.967 -1.0416 0.3721 -1.7426
```
Forces are in eV/Å.

Here are the natural (NBO) charges for atoms 1 to 6, given in e: atom 1 (C): -0.193, atom 2 (N): -0.210, atom 3 (N): -0.550, atom 4 (S): 0.249, atom 5 (S): -0.029, atom 6 (S): 0.113

---

Entry 3:
The following is a DFT calculation (ωB97M-V/def2-TZVPD) of a molecular structure, C5H8O2.

Summary:
Energy relative to the best compared isomer or geometry (same formula, charge and spin)   171.4 kcal per mole
LUMO   0.8093 eV
E_tot   -9402.4005 eV
Strongest force on any atom   0.5 eV Å⁻¹

Structure (XYZ):
```
15
Properties=species:S:1:pos:R:3:forces:R:3
C 2.169 -0.220 0.055 0.3983 -0.1154 -0.2419
C 0.564 0.205 1.199 -0.3014 0.0882 0.2331
O 0.753 0.668 -0.444 0.1128 -0.0137 -0.1238
C -0.415 0.115 0.131 -0.0285 0.0294 0.0815
C -1.702 0.892 -0.124 -0.0062 0.3383 0.1450
O -2.286 -0.254 -0.763 -0.1450 -0.0403 -0.0686
C -1.128 -1.067 -0.508 0.1919 -0.2839 0.0065
H 2.784 -0.003 0.927 -0.1602 -0.0199 -0.1154
H 1.968 -1.283 -0.035 -0.0220 0.1844 0.0530
H 2.663 0.168 -0.843 -0.0596 -0.0432 0.1259
H 0.501 1.186 1.693 -0.0236 -0.1254 -0.0797
H -2.257 1.189 0.774 0.0823 -0.0626 -0.1157
H -1.597 1.747 -0.801 -0.0063 -0.1060 0.0746
H -0.669 -1.443 -1.431 -0.0568 0.0560 0.1014
H -1.348 -1.899 0.171 0.0243 0.1141 -0.0759
```
Forces are in eV/Å.

Here are the natural (NBO) charges for atoms 1 to 6, given in e: atom 1 (C): -0.291, atom 2 (C): -0.142, atom 3 (O): -0.472, atom 4 (C): 0.084, atom 5 (C): -0.066, atom 6 (O): -0.527

---

Entry 4:
The following is a DFT calculation (ωB97M-V/def2-TZVPD) of 16 unconnected molecules or ions with the total composition C3H36NO17 at a distorted geometry.

Summary:
Energy relative to the best compared isomer or geometry (same formula, charge and spin)   43.8 kcal per mole
Charge   -1
LUMO   2.1984 eV
E_tot   -39995.5104 eV
Strongest force on any atom   2.9 eV Å⁻¹

Structure (XYZ):
```
57
Properties=species:S:1:pos:R:3:forces:R:3
O 1.390 1.197 -0.535 -0.7345 0.2467 -0.2389
C 0.930 0.069 -0.380 0.1155 -1.0406 -0.2487
O 0.757 -0.506 0.763 -0.5910 0.7619 -0.4601
C 0.719 -0.880 -1.594 1.7034 -1.4572 1.8600
C 0.779 -0.413 -3.026 -1.3344 0.9852 -1.2821
N -0.410 -1.809 -1.375 -1.5896 1.2877 -0.1487
H 1.720 -1.429 -1.366 -1.5266 0.1204 -0.7380
H 0.077 -0.964 -3.670 0.4658 -0.6349 0.4402
H 0.374 0.597 -3.255 0.6453 -0.2937 0.8473
H 1.766 -0.485 -3.481 -0.1192 0.2007 0.1068
H -0.429 -2.276 -0.478 1.0881 -0.1460 0.1402
H -1.279 -1.231 -1.188 1.2348 -0.7672 -1.2460
H -0.404 3.957 -0.919 0.4341 -1.1172 -0.6764
H 0.017 2.429 -1.246 0.0625 0.2216 0.4024
O 0.025 3.341 -1.564 0.0062 0.8236 -0.6317
H -0.171 1.710 2.289 -0.1174 0.4504 -0.0164
H -0.555 0.868 1.162 -0.1494 0.0428 0.0196
O -0.908 1.655 1.655 1.3557 -0.9544 -0.8186
H -3.434 2.137 -0.484 -0.3130 -0.0320 -0.1201
H -2.827 3.182 0.419 -1.8560 -0.4057 -1.0931
O -3.727 2.861 0.083 1.3260 0.0296 0.7054
H -1.010 2.974 0.807 -0.1581 1.0835 -0.1372
H -1.783 4.285 1.200 0.6786 0.1071 -0.3562
O -1.307 3.877 0.451 -0.3672 -0.0371 1.7214
H 1.446 -2.215 0.641 -0.1158 -0.3904 0.2695
H 2.224 -3.204 1.499 0.1692 -0.0326 0.0010
O 1.613 -3.181 0.759 -0.2938 0.3300 -0.0557
H -1.975 -0.810 0.521 -0.2287 0.1729 0.4290
H -3.522 -0.872 0.249 0.9107 -0.1156 0.3010
O -2.643 -1.184 -0.059 -0.8647 -0.0262 -0.3477
H 1.264 2.420 -3.664 1.0210 -0.4074 -0.6397
H 1.618 2.710 -2.365 1.6466 -0.6549 -0.4343
O 2.095 2.298 -3.156 -2.1637 1.4751 0.7949
H 3.527 -0.955 -2.557 -0.0539 0.0129 -0.0203
H 4.103 0.344 -1.990 0.0597 -0.7451 -0.2548
O 4.338 -0.585 -2.199 -0.0113 0.8178 0.2213
H -0.612 -2.972 -3.055 -0.1545 -0.9170 -0.7181
H 0.504 -3.699 -2.718 0.4794 -0.8202 -0.2603
O -0.158 -3.786 -3.420 -0.2861 1.4683 0.9900
H -1.354 -4.218 0.410 -0.5532 -0.5712 -0.1774
H -0.781 -4.185 1.721 0.3366 -0.5456 0.2980
O -1.572 -4.546 1.301 0.6632 0.5214 -0.7622
H 1.747 2.508 0.688 0.1633 -0.4621 -0.4265
H 2.586 3.714 0.335 0.0671 0.0594 -0.0599
O 2.608 2.906 0.853 0.3931 0.8290 0.7391
H -1.821 1.546 3.017 -0.0176 -0.3782 1.4083
H -1.123 0.568 3.946 -0.1429 -0.1641 0.1639
O -1.724 1.321 3.981 -0.4294 0.2045 -0.4546
H 2.750 -0.255 1.479 0.0472 -0.2864 0.1855
H 3.851 0.433 0.804 0.3674 0.0038 0.0482
O 3.719 -0.304 1.415 -0.5696 0.3229 -0.1688
H -3.698 0.394 2.403 -0.5333 -0.9778 -0.2934
H -3.428 -1.108 2.520 0.1725 -0.2142 0.1658
O -4.028 -0.485 2.093 0.1420 1.2853 0.5293
H -1.307 -3.056 3.197 -0.1072 0.0997 0.3782
H -1.776 -2.659 1.836 -0.2632 0.1320 0.0933
O -1.558 -2.275 2.699 -0.1096 0.4987 0.0261
```
Forces are in eV/Å.

Here are the natural (NBO) charges for atoms 1 to 6, given in e: atom 1 (O): -0.752, atom 2 (C): 0.775, atom 3 (O): -0.872, atom 4 (C): -0.188, atom 5 (C): -0.617, atom 6 (N): -0.884

---

Entry 5:
The following is a DFT calculation (ωB97M-V/def2-TZVPD) of a molecular structure, CH9P5 at a distorted geometry.

Summary:
Energy relative to the best compared isomer or geometry (same formula, charge and spin)   44.2 kcal per mole
LUMO   -0.6952 eV
E_tot   -47622.3389 eV
Strongest force on any atom   3.1 eV Å⁻¹

Structure (XYZ):
```
15
Properties=species:S:1:pos:R:3:forces:R:3
C -0.544 -0.835 -0.319 1.1651 -1.2852 -2.0122
P -0.984 0.786 0.244 -2.8814 0.9358 -0.8525
P -1.572 -2.172 0.322 -0.1089 -0.1795 0.1999
P 0.786 0.898 -2.021 0.3666 0.0814 -1.1809
P 0.993 1.059 1.962 0.2127 -1.2802 1.9873
P 0.687 -1.188 -1.507 -1.3509 0.1300 1.8474
H 1.383 0.134 1.006 -0.0027 -0.4231 -0.3859
H -1.885 1.426 -0.826 0.8734 -1.1356 1.1481
H -2.024 0.232 1.102 0.2263 0.8987 -0.4986
H -0.538 -3.102 0.519 0.1015 -0.3221 0.0143
H -1.621 -1.761 1.678 0.0856 -0.0768 -0.0481
H 2.044 0.886 -2.775 -1.1375 -0.0530 -0.0119
H -0.265 0.548 -2.999 1.1752 0.7343 0.1612
H 1.243 2.102 1.178 0.4057 1.7783 -1.0905
H 2.297 0.987 2.437 0.8693 0.1970 0.7223
```
Forces are in eV/Å.

Here are the natural (NBO) charges for atoms 1 to 6, given in e: atom 1 (C): -1.102, atom 2 (P): 0.350, atom 3 (P): 0.386, atom 4 (P): -0.037, atom 5 (P): 0.037, atom 6 (P): 0.442

---

Entry 6:
The following is a DFT calculation (ωB97M-V/def2-TZVPD) of a molecular structure, C5H8O2 at a distorted geometry.

Summary:
Energy relative to the best compared isomer or geometry (same formula, charge and spin)   128.5 kcal per mole
LUMO   0.4635 eV
E_tot   -9404.2593 eV
Strongest force on any atom   6.9 eV Å⁻¹

Structure (XYZ):
```
15
Properties=species:S:1:pos:R:3:forces:R:3
C 0.286 0.803 -0.008 6.0748 0.0838 -0.1034
C -2.048 0.010 0.110 2.2637 -2.0483 -0.1217
C -0.132 -0.513 0.072 -6.8913 0.0027 0.7563
C 2.312 0.285 0.036 -0.1673 0.9176 0.3873
C 0.123 -1.783 0.266 0.6314 0.0721 -0.6086
O 0.151 1.455 -1.207 -0.3194 0.2075 0.2722
O 2.946 -0.652 0.461 -1.4477 0.9593 -0.4548
H -0.066 2.382 -1.037 0.1393 -0.2108 -0.1119
H 0.189 1.413 0.887 -0.1290 -0.1382 -0.0915
H 2.868 1.125 -0.466 -0.1513 -0.1226 -0.1638
H -2.455 -0.677 0.848 -0.2053 -0.0174 -0.1740
H -2.350 -0.219 -0.910 -0.2109 0.0161 0.1399
H -2.287 1.037 0.381 0.5353 0.0448 -0.0270
H 1.142 -2.158 0.195 -0.1432 0.0714 0.2638
H -0.678 -2.507 0.373 0.0212 0.1621 0.0372
```
Forces are in eV/Å.

Here are the natural (NBO) charges for atoms 1 to 6, given in e: atom 1 (C): 0.074, atom 2 (C): -0.673, atom 3 (C): 0.038, atom 4 (C): 0.342, atom 5 (C): -0.387, atom 6 (O): -0.681